# 1
Molecular formula: C5H10O3Sr
Method: DFT, wB97M-V/def2-TZVPD

XYZ file:
```
19
Properties=species:S:1:pos:R:3:mulliken_charge:R:1
O -1.08 -0.60 -2.46 -1.082
C 0.15 -0.04 -2.81 -0.005
C 1.01 0.30 -1.60 -0.449
O 0.27 1.25 -0.79 -0.625
C 0.64 1.22 0.61 -0.016
C 0.30 -0.19 1.05 -1.029
O -1.09 -0.06 1.54 -0.407
C -1.43 -1.03 2.51 -0.801
Sr -1.45 -0.35 -0.67 1.700
H -0.02 0.89 -3.40 0.213
H 0.74 -0.74 -3.44 0.306
H 1.95 0.78 -1.92 0.238
H 0.36 2.11 1.20 0.297
H 1.75 1.26 0.62 0.337
H 0.94 -0.53 1.88 0.180
H -1.06 -0.72 3.50 0.253
H -2.52 -1.13 2.52 0.267
H -0.98 -2.02 2.27 0.348
H 1.52 -0.41 -0.61 0.273
```

Properties
Lowest unoccupied orbital energy (eV): -0.18
Highest occupied orbital energy (eV): -6.6
Net charge: 0
Electronic energy (eV): -12319.809
2S+1: 1

---

# 2
Molecular formula: C3H9N3O
Method: DFT, wB97M-V/def2-TZVPD

XYZ file:
```
16
Properties=species:S:1:pos:R:3:mulliken_charge:R:1
C 1.98 -0.95 1.54 0.390
C -0.16 0.53 -0.43 0.907
C -0.05 -0.90 -0.25 -0.892
N 0.53 0.93 -1.60 -0.396
N -0.70 1.50 0.28 -0.366
N -0.93 -1.77 0.64 -0.293
O 2.20 0.14 1.81 -0.060
H 2.23 -2.00 1.56 0.413
H 0.25 -1.56 -1.19 0.234
H 0.77 0.11 -2.02 0.149
H 0.89 1.86 -1.83 0.250
H -1.34 1.37 1.12 0.249
H -0.71 2.46 0.03 0.238
H -1.99 -1.82 0.52 0.364
H -0.78 -1.50 1.62 0.409
H -0.69 -2.77 0.57 0.403
```

Properties
Lowest unoccupied orbital energy (spin up / spin down) (eV): -9.90 / -9.90
Highest occupied orbital energy (spin up / spin down) (eV): -17.6 / -17.6
Net charge: +2
Electronic energy (eV): -9754.018
2S+1: 1

---

# 3
Molecular formula: C6H11NO
Method: DFT, wB97M-V/def2-TZVPD

XYZ file:
```
19
Properties=species:S:1:pos:R:3:mulliken_charge:R:1
C 0.80 0.76 -1.24 -0.457
C 0.78 -0.43 -1.93 -0.615
N -0.20 -1.21 -1.37 -0.048
C -0.71 -0.57 -0.28 -0.282
C -0.11 0.69 -0.15 1.078
C -0.23 1.74 0.88 -1.383
C -1.82 -1.17 0.49 -1.347
H 1.31 1.69 -1.47 0.424
H 1.48 -0.78 -2.67 0.393
H -0.15 -2.22 -1.32 0.258
H -0.82 2.62 0.52 0.332
H -0.67 1.41 1.84 0.372
H 0.65 2.28 1.21 0.317
H -2.64 -1.62 -0.09 0.351
H -2.33 -0.39 1.06 0.304
H -1.45 -1.87 1.25 0.311
H 1.96 -1.10 1.05 0.283
H 2.16 0.40 0.76 0.344
O 1.98 -0.23 1.46 -0.636
```

Properties
Lowest unoccupied orbital energy (eV): 0.81
Highest occupied orbital energy (eV): -7.9
Net charge: 0
Electronic energy (eV): -9937.469
2S+1: 1

---

# 4
Molecular formula: C3H4NOS
Method: DFT, wB97M-V/def2-TZVPD

XYZ file:
```
10
Properties=species:S:1:pos:R:3:mulliken_charge:R:1
C 0.43 -0.19 -0.62 -0.092
C -1.17 -0.28 0.00 -0.081
C 1.46 0.04 0.38 -0.655
N -1.94 0.67 0.22 0.549
O -2.42 1.72 0.34 -0.250
S 1.64 -1.56 -0.66 0.051
H 0.21 0.34 -1.48 0.473
H -1.70 -1.28 0.23 0.360
H 2.22 0.80 0.25 0.300
H 1.27 -0.26 1.34 0.344
```

Properties
Lowest unoccupied orbital energy (spin up / spin down) (eV): -7.84 / -7.85
Highest occupied orbital energy (spin up / spin down) (eV): -14.1 / -14.1
Net charge: +1
Electronic energy (eV): -17535.594
2S+1: 1

---

# 5
Molecular formula: C5H12N2O
Method: DFT, wB97M-V/def2-TZVPD

XYZ file:
```
20
Properties=species:S:1:pos:R:3:mulliken_charge:R:1
O 2.10 1.41 1.00 -0.428
C 1.18 0.73 0.51 0.618
N 1.37 0.00 -0.56 -0.126
C 0.45 -0.99 -1.22 -0.215
C 1.24 -1.99 -2.00 -1.300
C -0.06 0.56 1.38 -0.581
N -1.13 1.18 0.61 -0.093
C -2.26 1.54 1.44 -0.900
H 2.31 -0.10 -0.93 0.273
H -0.17 -1.42 -0.43 0.362
H -0.29 -0.40 -1.78 0.240
H 0.60 -2.40 -2.83 0.338
H 2.08 -1.46 -2.48 0.373
H 1.60 -2.84 -1.44 0.336
H -0.17 -0.49 1.62 0.371
H 0.17 1.07 2.33 0.445
H -1.31 0.62 -0.22 0.250
H -3.12 1.85 0.85 0.360
H -2.62 0.72 2.07 0.357
H -1.98 2.42 2.08 0.322
```

Properties
Lowest unoccupied orbital energy (spin up / spin down) (eV): -3.24 / -8.38
Highest occupied orbital energy (spin up / spin down) (eV): -15.1 / -14.0
Net charge: +1
Electronic energy (eV): -10398.167
2S+1: 2

---

# 6
Molecular formula: C12H19N3O
Method: DFT, wB97M-V/def2-TZVPD

XYZ file:
```
35
Properties=species:S:1:pos:R:3:mulliken_charge:R:1
C -0.07 2.08 -1.84 -0.924
H -0.87 1.42 -1.26 0.089
H 0.34 2.60 -1.11 0.444
H -0.73 2.69 -2.59 0.352
C 0.72 1.27 -2.88 -1.066
N 1.58 0.28 -1.93 0.397
C 2.73 0.87 -1.06 -1.335
H 3.54 0.46 -1.59 0.488
C 2.53 -0.03 0.23 -1.240
N 1.21 0.28 0.93 -0.039
C 0.43 -0.91 1.06 0.120
O 0.58 -2.06 0.75 -0.615
C -1.16 -0.10 1.29 0.583
N -1.15 1.04 1.54 -0.180
C -2.44 1.55 1.70 -0.321
C -3.34 0.86 2.09 -0.351
C -3.34 -0.42 2.01 -0.300
C -2.00 -1.02 1.68 -0.287
H -1.96 -2.28 1.66 0.199
H -4.03 -1.25 2.28 0.352
H -4.44 1.19 2.23 0.246
H -2.23 2.64 1.88 0.318
H 0.96 1.10 1.06 0.152
H 2.84 -1.02 0.32 0.527
H 3.22 0.19 0.86 0.899
H 2.40 1.75 -0.89 0.688
C 1.79 -0.90 -2.64 -0.795
C 0.65 -2.18 -2.49 -0.698
H -0.09 -1.50 -3.03 0.209
H 0.41 -2.18 -1.47 0.089
H 0.90 -3.06 -3.06 0.381
H 2.10 -0.91 -3.74 0.422
H 2.68 -1.56 -2.02 0.190
H 1.58 1.91 -3.34 0.259
H 0.31 0.69 -3.54 0.751
```

Properties
Lowest unoccupied orbital energy (eV): 0.43
Highest occupied orbital energy (eV): -7.7
Net charge: 0
Electronic energy (eV): -19258.087
2S+1: 1